(1)
This record from the OMol25 dataset describes a structure of composition C27H31BiN7O3S3Se. The level of theory is ωB97M-V/def2-TZVPD.

total charge	+1
E_LUMO	-0.0935	Ha
HOMO	-10.30	eV
2S+1	1
Kohn-Sham gap	7.76	eV
ΔE to the lowest compared entry with this formula, charge and spin	1.4	kcal per mole
largest force on an atom	0.00655	Eh/bohr
calculated total energy	-5467.00093	Ha

Cartesian coordinates (Å):
Bi (-0.17131, 0.69248, 0.26988)
Se (-1.45623, -1.48484, -1.77759)
S (1.68225, 1.61133, -2.04697)
S (-2.68783, 0.53134, 1.27436)
S (-0.50675, -1.04638, 2.56170)
O (-1.48306, 4.56881, 1.70762)
O (-3.04882, -0.98210, 3.28516)
O (0.31980, 3.58417, 3.47458)
N (1.95559, 1.04147, 1.68176)
N (3.03988, 0.01892, -3.71271)
N (-0.20465, 2.64826, 1.41032)
N (-1.38938, 2.37495, -1.05119)
N (-3.84875, -2.03475, -0.32779)
N (4.31842, 1.30736, -2.30368)
N (-2.29534, -3.46993, 0.13623)
C (2.72132, 2.17080, 3.62939)
C (3.95142, 0.08061, -4.85632)
C (3.07127, 0.31088, 1.66653)
C (5.50301, 0.46988, -2.46524)
C (-3.39331, -3.79087, 0.93713)
C (-2.12970, -0.57728, 2.44150)
C (-2.24596, 4.59544, -0.96072)
C (3.88090, 1.41561, 3.61446)
C (-5.60755, -2.87675, 1.30152)
C (-4.79884, -4.80751, 2.53677)
C (0.53637, 2.81488, 2.57538)
C (-2.39781, 3.32631, -2.97974)
C (-1.77646, 2.27955, -2.32803)
C (-2.67461, -1.83476, 4.38509)
C (-1.04004, -4.20048, 0.15041)
C (-1.11717, 3.63052, 1.04998)
C (-1.61114, 3.51253, -0.38303)
C (4.06592, 0.47206, 2.61269)
C (-4.38478, -2.86448, 0.65047)
C (1.78562, 1.95506, 2.63296)
C (-2.58194, -2.38518, -0.61580)
C (-2.63912, 4.50079, -2.28407)
C (1.81714, -0.73008, -3.97127)
C (-5.79562, -3.86624, 2.25195)
C (3.09793, 0.93581, -2.72012)
C (4.54043, 2.50670, -1.50470)
C (-3.57752, -4.78848, 1.88246)
H (-4.27673, -1.21096, -0.71730)
H (-1.24255, -5.26434, 0.03768)
H (-6.73616, -3.91543, 2.78376)
H (2.09314, -1.67336, -4.44282)
H (-2.68979, 3.21363, -4.01413)
H (4.65968, 2.24650, -0.45007)
H (-1.92764, -1.34172, 5.00281)
H (6.04243, 0.46676, -1.51753)
H (-6.37714, -2.14908, 1.08066)
H (4.56390, -0.81786, -4.94221)
H (4.96099, -0.13331, 2.56842)
H (2.52138, 2.92485, 4.37725)
H (-3.59332, -1.99375, 4.93850)
H (1.29725, -0.93980, -3.04265)
H (3.15798, -0.42318, 0.87245)
H (4.63756, 1.56138, 4.37416)
H (3.35324, 0.17808, -5.76361)
H (-2.40868, 5.47847, -0.36011)
H (5.45317, 2.99104, -1.85269)
H (1.14812, -0.18217, -4.64031)
H (-0.51592, -4.01873, 1.08867)
H (-4.98931, -5.56948, 3.28069)
H (6.17667, 0.84555, -3.23658)
H (5.21488, -0.55049, -2.70098)
H (4.59575, 0.95205, -4.78670)
H (3.70338, 3.18803, -1.60631)
H (-0.43093, -3.85386, -0.67864)
H (-2.28508, -2.77721, 4.00631)
H (-3.12776, 5.33501, -2.77031)
H (-1.59615, 1.33235, -2.81936)
H (-2.80589, -5.51537, 2.09967)

(2)
This record from the OMol25 dataset describes a structure of composition C27H31BrCl2F9N2O3. The level of theory is ωB97M-V/def2-TZVPD.

total charge	-1
E_LUMO	0.0589	Ha
HOMO	-3.80	eV
2S+1	1
Kohn-Sham gap	5.41	eV
largest force on an atom	0.12411	Eh/bohr
calculated total energy	-5775.60572	Ha

Cartesian coordinates (Å):
Br (4.36236, 0.43153, -3.41149)
Cl (-3.24318, 0.88574, 0.27040)
Cl (-4.16295, 2.78180, 2.78287)
F (2.81489, -4.69304, 2.65098)
F (5.56160, -6.97226, 1.64059)
F (4.45546, -4.51246, -1.95092)
F (3.38184, -6.18367, -0.09722)
F (4.98594, -4.06239, 2.38625)
F (4.98708, -6.29289, 3.71907)
F (2.41201, -4.15720, 0.27678)
F (6.06141, -4.91858, -0.32386)
F (3.41211, -7.36819, 2.50497)
O (4.78574, 1.38220, -1.28548)
O (-5.21392, 2.42817, -1.94817)
O (2.90310, -1.69820, 1.80577)
N (-1.49454, -3.87423, 0.30083)
N (3.76984, -0.59008, -0.14525)
C (3.92960, -1.75646, -1.08705)
C (-1.94345, 3.84270, -1.62141)
C (-0.49618, 1.76556, 0.65692)
C (-0.18223, -2.07495, 1.61501)
C (3.64361, -4.83732, 0.36599)
C (0.17417, 2.80814, -0.31160)
C (-2.40626, 2.70453, 2.26579)
C (-1.99042, 1.89753, 1.18591)
C (-6.31798, 3.29480, -1.60165)
C (-1.61836, -2.70909, 1.24736)
C (-1.28677, 3.58158, 3.02096)
C (1.72054, 0.31508, 0.64744)
C (2.79782, -0.81858, 0.91822)
C (5.07374, -2.69812, -0.45579)
C (0.28312, 0.50037, 1.17393)
C (-0.31584, -0.57207, 2.18775)
C (4.80156, -4.26261, -0.57415)
C (3.84350, 0.77358, -0.70089)
C (2.38133, 1.32988, -0.35121)
C (-6.21080, 3.56561, -0.01348)
C (-0.58182, 4.12124, -0.82124)
C (-1.76305, 2.91380, -2.92094)
C (4.48022, -6.43989, 2.38423)
C (-4.46499, 2.95684, -3.08973)
C (-3.11324, 2.10597, -3.23538)
C (1.64290, 2.60088, -0.83319)
C (4.02055, -4.97806, 1.91965)
H (-4.31801, 4.08101, -2.96878)
H (-2.28721, -1.93441, 0.73797)
H (0.13087, 4.68651, -1.52475)
H (-2.08994, -3.11226, 2.21237)
H (-1.72562, 4.10826, 3.92888)
H (4.27681, -1.31301, -2.09700)
H (-7.33683, 2.78031, -1.78510)
H (5.29325, -2.32288, 0.59677)
H (-0.78690, 4.79682, 0.07682)
H (2.94723, -2.29663, -1.30953)
H (2.14513, 3.34706, -1.53503)
H (0.36048, -2.77041, 2.34719)
H (-6.33764, 4.26419, -2.20327)
H (-6.20102, 2.54294, 0.51079)
H (-1.44458, 3.55810, -3.82316)
H (-7.09219, 4.16860, 0.40035)
H (-3.05314, 1.76763, -4.34048)
H (-5.08241, 2.76642, -4.04422)
H (-1.41530, -0.38190, 2.45068)
H (-0.92430, 2.13216, -2.78528)
H (-5.24421, 4.10531, 0.26136)
H (6.03261, -2.49093, -1.06918)
H (-2.36094, 4.85176, -1.96569)
H (-0.61242, -4.39265, 0.46104)
H (0.30074, -0.50836, 3.16226)
H (0.42693, -2.09878, 0.63214)
H (-0.85359, 4.30188, 2.23914)
H (-2.27311, -4.50823, 0.55002)
H (-0.44249, 2.84518, 3.28790)
H (-2.72667, 3.37602, -0.93527)
H (-3.18560, 1.13309, -2.61650)

(3)
This record from the OMol25 dataset describes a structure of composition C27H31BrFeN6O2P. The level of theory is ωB97M-V/def2-TZVPD.

total charge	+1
E_LUMO (spin up / spin down)	-0.0938 / -0.0939	Ha
HOMO (spin up / spin down)	-9.63 / -9.69	eV
2S+1	5
⟨S²⟩	6.011
Kohn-Sham gap (spin up / spin down)	7.08 / 7.14	eV
ΔE to the lowest compared entry with this formula, charge and spin	20.2	kcal per mole
largest force on an atom	0.02569	Eh/bohr
calculated total energy	-5705.36893	Ha

Cartesian coordinates (Å):
Br (-2.40308, 2.69740, -4.37805)
Fe (0.07373, 0.99623, 0.83952)
P (0.62190, -2.14947, -0.68569)
O (-0.36470, -0.97338, 1.47418)
O (1.86634, 1.74066, 1.27605)
N (-0.45274, 3.22203, 0.96455)
N (-1.26857, -4.23188, -1.23365)
N (0.89220, -4.44668, -2.32269)
N (-0.69191, -2.81897, -3.11137)
N (0.18049, 1.44268, -1.43678)
N (-1.90982, 1.25686, 2.12358)
C (-0.18409, -2.58315, 3.17984)
C (-0.81735, -3.25953, -0.19221)
C (0.37987, 2.92748, -3.78467)
C (-2.31378, -1.44826, 4.52031)
C (1.63428, -3.55412, -1.43037)
C (2.47579, 2.86822, 1.08255)
C (2.54158, 5.25449, 0.53574)
C (-0.78138, -1.42873, 2.62566)
C (1.79579, 4.08626, 0.77316)
C (-2.38028, 0.44965, 2.99464)
C (-0.13044, -5.16227, -1.65534)
C (0.37324, -3.74117, -3.48507)
C (4.58102, 4.09193, 0.97987)
C (-1.86881, 3.47173, 1.04341)
C (0.36165, 4.19075, 0.79398)
C (1.49827, 2.66605, -3.00909)
C (3.91039, 5.26921, 0.63124)
C (-1.73072, -2.58669, 5.02421)
C (-0.90356, 1.71651, -2.16602)
C (1.35973, 1.90595, -1.86066)
C (-1.84772, -0.83698, 3.34504)
C (-0.64140, -3.14254, 4.35087)
C (3.88668, 2.92440, 1.18136)
C (-1.75522, -3.51469, -2.48819)
C (-0.83886, 2.42950, -3.34782)
C (-0.19634, -1.69214, -2.32073)
C (-2.49174, 2.59305, 2.11969)
H (-2.08714, 4.52291, 1.26243)
H (-3.57431, 2.55289, 1.96280)
H (1.18179, -3.18268, -3.95361)
H (2.46844, 3.04496, -3.29614)
H (-3.24024, 0.76162, 3.60064)
H (2.46972, -3.12008, -1.98314)
H (-2.31473, 3.04993, 3.09792)
H (-0.14144, -4.01385, 4.75442)
H (0.67605, -2.99248, 2.66194)
H (4.47139, 6.17692, 0.45996)
H (-0.56072, -5.91939, -2.31381)
H (-0.02668, 5.21041, 0.67323)
H (2.21799, 1.66067, -1.24795)
H (-2.03191, -4.78719, -0.84469)
H (0.44926, 3.49224, -4.70347)
H (-1.64449, -2.59814, 0.06413)
H (-3.13946, -0.98664, 5.05031)
H (2.01344, 6.17039, 0.29373)
H (4.40194, 2.01015, 1.44695)
H (0.25938, -5.63791, -0.75521)
H (-2.14850, -4.27820, -3.16224)
H (0.52212, -1.13474, -2.92468)
H (-1.02679, -1.01869, -2.10089)
H (-0.53698, -3.80517, 0.70864)
H (-2.55530, -2.83035, -2.20474)
H (-1.84940, 1.35107, -1.78388)
H (2.06264, -4.15164, -0.62188)
H (5.65640, 4.09878, 1.10303)
H (-2.32261, 3.22407, 0.07600)
H (-2.09721, -3.03585, 5.93623)
H (-0.01308, -4.46438, -4.20712)

Which formula does entry 2 have?
C27H31BrCl2F9N2O3

What is the calculated total energy in the third record?
-5705.36893 Ha